# 1
ORCA calculation (ωB97M-V/def2-TZVPD) on a structure of composition C18H24Br21GaNO in a non-equilibrium geometry.

The total energy comes out at -1545856.2615 eV. For the HOMO energy, the calculation gives -0.1804 Eh. The net charge is -1.

Each line ends with the Löwdin charge.
Geometry (Å):
C -0.16607 -0.56118 -0.03631  -0.203
C -1.38126 -1.47222 -0.17558  -0.374
C -1.93097 -1.56145 -1.59523  -0.256
Ga -3.25273 -3.08532 -1.89198  0.456
C -3.50307 -3.36902 -3.88846  -0.196
C -2.41273 -4.79234 -1.10263  -0.205
C -3.24564 -5.80085 -0.41243  -0.380
O -4.44627 -5.76957 -0.25564  0.010
C -5.00108 -2.52034 -1.03303  -0.193
C -6.09054 -2.10073 -1.78409  -0.117
C -7.26735 -1.69239 -1.18550  -0.190
N -7.44467 -1.66220 0.13607  0.020
C -6.40695 -2.05832 0.87898  -0.187
C -5.20884 -2.48109 0.34109  -0.120
H 0.18061 -0.47327 0.99557  0.049
H -0.42409 0.42685 -0.41519  -0.035
H 0.62021 -0.95826 -0.67728  0.007
H -2.17869 -1.10046 0.47879  0.085
H -1.11457 -2.46796 0.19794  0.066
H -2.46888 -0.63192 -1.81695  0.044
H -1.10559 -1.65089 -2.31344  0.039
H -2.89097 -4.21112 -4.22420  -0.025
H -3.17660 -2.48719 -4.44685  -0.020
H -4.53472 -3.58564 -4.17745  -0.025
H -1.94887 -5.33366 -1.94023  0.055
H -1.57751 -4.56130 -0.42823  0.031
H -2.69573 -6.68892 -0.01537  0.100
H -6.02968 -2.08899 -2.86997  0.082
H -8.11217 -1.37316 -1.79169  0.087
H -6.55161 -2.03737 1.95651  0.087
H -4.42344 -2.79881 1.02327  0.092
C 3.31625 -3.36417 -0.69994  -1.627
Br 3.34549 -1.97853 0.63410  0.559
Br 4.07508 -5.00615 -0.03247  0.555
Br 1.55123 -3.59813 -1.39222  0.666
H 3.94642 -3.03205 -1.51178  -0.029
C -0.91454 3.51690 1.24146  -1.619
Br 0.80639 2.65215 1.23371  0.595
Br -0.91431 5.10441 0.16165  0.539
Br -2.29826 2.30618 0.70563  0.638
H -1.10811 3.81796 2.26242  -0.080
C 4.33908 3.85484 1.20465  -1.574
Br 6.01661 4.57804 1.80328  0.438
Br 3.86032 4.51124 -0.53144  0.574
Br 4.35440 1.93482 1.22704  0.506
H 3.57643 4.18153 1.89785  -0.042
C 1.47256 2.92005 -3.59984  -1.650
Br -0.12470 2.52573 -2.62341  0.598
Br 2.91416 1.74510 -3.11370  0.551
Br 1.17088 2.90798 -5.50029  0.568
H 1.77770 3.92243 -3.33588  -0.040
C 6.98976 -1.25999 3.28387  -1.610
Br 6.46282 -2.97163 2.60496  0.572
Br 8.61599 -0.64662 2.45165  0.587
Br 5.57683 0.03100 3.10053  0.505
H 7.19373 -1.36427 4.33936  -0.028
C 8.98797 3.28882 2.12496  -1.583
Br 10.85718 3.66925 2.36673  0.580
Br 8.05541 3.23367 3.79853  0.560
Br 8.16607 4.51268 0.89684  0.516
H 8.91407 2.30096 1.69202  -0.061
C -3.04468 7.39253 3.22899  -1.647
Br -3.59752 7.63741 1.41191  0.568
Br -3.03886 5.53134 3.71261  0.601
Br -1.33972 8.21320 3.56453  0.566
H -3.77168 7.88037 3.86125  -0.033

# 2
ORCA calculation (ωB97M-V/def2-TZVPD) on a structure of composition C5H20N7O9P2S4Sn in a non-equilibrium geometry.

For the energy above the lowest of the compared OMol25 structures with the same formula, charge and spin, the calculation gives 0.204 eV. The total energy comes out at -102123.4973 eV. For the HOMO energy, the calculation gives -0.1301 Eh. The net charge is -1.

Each line ends with the Löwdin charge.
Geometry (Å):
Sn -0.59072 1.00805 -1.29994  0.905
C 1.95780 -3.08928 1.47931  -0.091
C 0.54829 -3.12322 0.87214  -0.582
O -0.02514 -4.40070 1.05898  -0.071
P 0.51859 -2.71174 -0.95743  0.483
O 1.20200 -3.98503 -1.59690  -0.105
O -1.00905 -2.95448 -1.39884  -0.150
O 1.02835 -1.33776 -1.30020  -0.391
P -0.51237 -1.72425 1.68880  0.332
O 0.55977 -0.56396 1.93899  -0.186
O -1.13059 -2.18151 2.98835  -0.348
O -1.42269 -1.11734 0.61224  -0.447
H 2.53336 -4.02088 1.27694  0.086
H 1.90027 -2.98430 2.57663  0.079
H 2.59073 -2.25035 1.11067  0.080
H -0.94325 -4.40380 0.68093  0.116
H 2.14768 -3.80904 -1.76417  0.102
H -1.54798 -2.28880 -0.86272  0.070
H 0.85009 -0.53497 2.87057  0.088
N 2.57964 1.59584 0.51145  -0.006
C 3.47981 1.67929 -0.59595  -0.319
C 2.85286 1.18447 -1.88716  -0.275
N 1.63505 1.93310 -2.14465  -0.116
H 3.00361 1.96075 1.35556  0.064
H 2.19230 0.65707 0.73992  0.058
H 4.44910 1.22125 -0.36186  0.096
H 3.76260 2.76543 -0.71613  0.120
H 2.60227 0.10690 -1.81241  0.081
H 3.57129 1.24162 -2.71279  0.111
H 1.47715 2.13186 -3.13575  0.054
H 1.56421 2.80902 -1.63173  0.053
N -1.33608 2.91800 1.38967  0.017
N -2.04438 2.09807 2.20737  -0.038
C -2.94396 1.28383 1.63995  -0.440
N -3.62263 0.49448 2.55554  0.156
N -2.98117 1.46777 0.31611  0.085
N -3.66464 0.34121 -0.39346  -0.384
O -4.68605 -0.15075 0.08761  0.036
O -3.18677 0.12034 -1.49443  -0.051
H -1.04153 3.75033 1.90156  0.101
H -1.95135 3.13118 0.61103  0.005
H -1.99663 2.24778 3.20291  0.154
H -3.05706 0.06291 3.29770  0.107
H -4.22920 -0.14714 2.03750  0.077
S -0.80281 0.41616 -3.91985  -0.149
S -1.66403 1.91216 -4.96024  -0.181
S -1.17193 3.71220 -4.02399  -0.214
S -1.44482 3.52823 -2.03782  -0.172

# 3
ORCA calculation (ωB97M-V/def2-TZVPD) on a structure of composition C29H46ClLuN4O4 in a non-equilibrium geometry.

The total energy comes out at -91109.8486 eV. For the HOMO energy, the calculation gives -0.1937 Eh. The net charge is 0.

Each line ends with the Löwdin charge.
Geometry (Å):
O 1.04181 0.57848 -4.29016  0.010
C 1.72757 -0.00046 -3.44723  -0.176
C 1.89815 -1.43748 -3.13274  -0.197
C 0.83672 -2.23827 -2.67160  -0.030
H -0.02526 -1.81180 -2.15982  0.112
C 0.90638 -3.61451 -2.91329  -0.079
H 0.07589 -4.27130 -2.65603  0.110
C 2.03133 -4.20461 -3.49057  -0.080
H 2.07649 -5.27593 -3.75781  0.113
C 3.17653 -3.40809 -3.59872  -0.076
H 4.12252 -3.85762 -3.86968  0.100
C 3.14221 -2.03612 -3.30608  -0.032
H 4.03688 -1.41552 -3.25645  0.122
H 2.27997 0.63301 -2.71549  0.120
C 2.99645 1.72641 0.05804  -0.214
C 2.24624 0.52268 0.51003  -0.543
H 4.05471 1.53169 -0.23237  0.081
H 3.04071 2.48937 0.82953  0.051
H 2.53405 2.18032 -0.84834  0.038
C 2.87580 -0.64444 0.54279  -0.320
C 4.03958 -0.89741 1.45994  -0.120
H 2.69628 -1.47643 -0.13575  0.074
H 4.75994 -1.60721 1.02121  0.064
H 3.69596 -1.33736 2.40598  0.057
H 4.55250 0.04904 1.68575  0.070
Lu 0.13507 1.18549 0.59543  1.392
Cl 1.02942 0.66623 2.89352  0.087
C -1.89431 1.28035 3.02749  -0.354
O -1.55273 1.85999 1.95241  -0.223
N -2.70922 1.79867 3.92535  -0.163
C -3.26207 3.14843 3.83146  -0.022
C -3.01122 1.06145 5.14919  -0.032
H -1.50713 0.27242 3.27348  0.096
H -3.05526 3.57023 2.84579  0.087
H -2.83145 3.78721 4.61345  0.095
H -4.34098 3.09241 4.01368  0.090
H -2.64230 0.03337 5.04554  0.096
H -4.09421 1.03755 5.32006  0.091
H -2.52302 1.52675 6.01732  0.096
H -2.69555 -0.39203 -4.97741  0.089
H -4.17984 -0.39332 -3.29160  0.090
C -1.83033 -0.37809 -4.30986  -0.038
C -3.47565 -0.24399 -2.46309  -0.022
N -2.23165 0.24756 -3.05308  -0.153
H -1.01006 0.19254 -4.73664  0.066
C -1.37669 1.05817 -2.40500  -0.255
O -1.27208 1.15456 -1.15587  -0.156
H -3.88545 0.48228 -1.75650  0.095
H -0.71311 1.63461 -3.06453  0.123
H -1.47931 -1.41246 -4.15162  0.095
H -3.34214 -1.21461 -1.96420  0.095
H 0.59010 6.69751 0.27820  0.102
H 0.25365 6.59405 -2.47015  0.099
C 1.32623 5.90996 0.06210  0.000
C 0.97835 5.77471 -2.40592  -0.025
N 0.90421 5.12591 -1.10255  -0.160
H 1.46216 5.26635 0.93974  0.101
C 0.46535 3.89223 -1.01270  -0.230
O 0.48258 3.23368 0.08735  -0.188
H 0.76901 5.02981 -3.17922  0.094
H 0.11113 3.43473 -1.94955  0.138
H 2.26645 6.41249 -0.19245  0.096
H 1.98210 6.18780 -2.54487  0.098
C 1.90984 -3.99305 2.25476  -0.098
N 0.62348 -3.33994 2.19265  -0.270
C 0.15079 -2.79875 3.44551  -0.102
C 0.38352 -2.54424 1.00836  -0.204
C -1.06693 -2.18696 0.85144  -0.285
C -1.98540 -3.25637 0.89438  -0.066
C -3.35503 -3.00699 0.88182  -0.118
C -3.78213 -1.68389 0.78011  -0.131
C -2.83798 -0.64037 0.68501  -0.213
C -1.48771 -0.88407 0.70514  -0.183
H 1.94854 -4.59296 3.17113  0.076
H 2.75839 -3.28368 2.26141  0.064
H 2.02970 -4.65518 1.38684  0.081
H 0.53168 -1.77369 3.63047  0.021
H -0.94828 -2.75604 3.45322  0.078
H 0.49501 -3.46349 4.25136  0.078
H 0.99581 -1.62815 1.03083  0.052
H 0.70532 -3.14079 0.14124  0.111
H -1.58025 -4.26947 0.95593  0.108
H -4.07047 -3.83214 0.94103  0.091
H -4.84841 -1.43780 0.76573  0.088
H -3.22897 0.37656 0.59576  0.077

# 4
ORCA calculation (ωB97M-V/def2-TZVPD) on a cluster of 2 separate species, C4H4Cl4 in total.

For the energy above the lowest of the compared OMol25 structures with the same formula, charge and spin, the calculation gives 0.877 eV. The total energy comes out at -54301.1622 eV. For the HOMO energy, the calculation gives -0.3390 Eh. The net charge is 0. Its SMILES is ClC=C(Cl)Cl.C=CCl.

Each line ends with the Löwdin charge.
Geometry (Å):
C -0.73383 1.01662 0.26477  -0.097
C -0.93822 -0.27971 0.38450  -0.654
C 2.42935 -1.52005 -1.98680  -0.749
C 2.65858 -0.24606 -1.67885  -1.265
Cl -0.55279 -1.41384 -0.84487  0.642
Cl 2.53230 -2.10531 -3.58679  0.632
Cl 2.56393 0.27472 -0.04276  0.649
Cl 3.05092 0.96539 -2.81949  0.637
H -0.28516 1.44503 -0.61251  0.048
H -1.00936 1.68782 1.05703  0.057
H -1.38746 -0.73007 1.25497  0.055
H 2.17940 -2.25161 -1.23898  0.046